Arrangement a

The ion C4H2ClO2 with charge -1. Source: the OMol25 dataset; level of theory: ωB97M-V with the def2-TZVPD basis set.

Multiplicity: 1
Total charge: -1
HOMO: -3.249 eV
HOMO-LUMO gap: 6.8 eV
SMILES: C=C([O-])C(Cl)=C=O

Geometry as XYZ:
```
9
C4H2ClO2 (ωB97M-V with the def2-TZVPD basis set)
C 0.9732 -0.0586 -0.0948
C -0.1053 0.8338 0.3553
C 0.6372 -1.2376 0.3144
C -1.1654 0.3259 -0.3646
O -0.0927 1.7058 1.2439
O 0.3590 -2.3205 0.7269
Cl 2.6067 0.3246 -0.7259
H -2.3105 0.6004 -0.1754
H -0.9021 -0.1737 -1.2799
```



Arrangement b

A structure of composition C4H2ClO2. Source: the OMol25 dataset; level of theory: ωB97M-V with the def2-TZVPD basis set.

Multiplicity: 1
Total charge: -1
HOMO (spin up / spin down): -3.971 / -3.972 eV
HOMO-LUMO gap (spin up / spin down): 7.6 / 7.6 eV

Geometry as XYZ:
```
9
C4H2ClO2 (ωB97M-V with the def2-TZVPD basis set)
C 1.0723 0.0839 -0.1222
C 0.1325 -0.8961 -0.1347
C 0.0838 1.1132 0.0713
C -1.0340 0.0469 -0.0674
O 0.2046 -2.8154 0.2516
O 0.0674 2.2878 0.3824
Cl 2.7837 0.1226 -0.1907
H -1.6183 0.1197 -0.9833
H -1.6920 -0.0626 0.7929
```



Pick arrangement a: it beats the second-best structure by 0.0948 hartree.